Entry 1:
Here is a cluster of 2 separate species, C20H16FN2O4S in total from the Open Molecules 2025 dataset. Energies are from ωB97M-V/def2-TZVPD.

Results
LUMO   2.5 eV
ΔE to the lowest compared entry with this formula, charge and spin   29.4 kcal/mol
F_max   2.595 eV/A

Geometry as ORCA input:
```
! wB97M-V def2-TZVPD RIJCOSX def2/J DEFGRID3
* xyz -1 1
C 1.489 -1.263 1.589
C 0.747 -2.294 2.121
C 0.474 -2.380 3.511
N 0.272 -2.460 4.662
C 0.219 -3.354 1.335
N -0.265 -4.230 0.720
C 2.155 -1.428 0.285
C 1.411 -1.768 -0.859
C 2.022 -1.886 -2.105
C 3.410 -1.735 -2.224
C 4.175 -1.451 -1.082
C 3.553 -1.285 0.154
H 1.879 -0.497 2.267
H 0.335 -1.904 -0.769
H 1.409 -2.099 -2.981
H 3.891 -1.838 -3.199
H 5.259 -1.352 -1.158
H 4.131 -1.071 1.056
C 1.396 4.753 1.856
C 1.427 3.562 0.934
O 0.742 2.483 1.620
C 0.535 1.423 0.801
C -0.364 0.417 1.466
F -1.043 -0.297 0.537
S -1.604 1.248 2.583
C -2.997 0.104 2.585
C -4.245 0.515 2.115
C -5.253 -0.438 1.951
C -5.012 -1.776 2.278
C -3.775 -2.156 2.804
C -2.771 -1.206 2.983
O -0.989 1.292 3.886
O -2.109 2.424 1.906
O 0.976 1.304 -0.330
H 2.004 5.551 1.421
H 0.371 5.129 1.968
H 1.793 4.506 2.847
H 0.908 3.785 -0.011
H 2.457 3.243 0.718
H -4.415 1.561 1.866
H -6.222 -0.129 1.560
H -5.790 -2.527 2.130
H -3.574 -3.191 3.077
H -1.811 -1.476 3.421
*
```

Entry 2:
Here is a structure of composition C20H16I2N3OPtS from the Open Molecules 2025 dataset. Energies are from ωB97M-V/def2-TZVPD.

Results
LUMO (spin up / spin down)   -4.1 / -4.3 eV
F_max   0.766 eV/A

Geometry as ORCA input:
```
! wB97M-V def2-TZVPD RIJCOSX def2/J DEFGRID3
* xyz 1 1
Pt 0.084 -1.394 -1.083
I 3.978 1.035 4.420
C 2.653 -0.073 3.254
C 1.293 -0.051 3.534
C 0.420 -0.759 2.724
I -1.640 -0.632 3.023
C 0.870 -1.528 1.643
O 0.031 -2.217 0.878
C 2.242 -1.491 1.362
C 2.677 -2.168 0.105
N 2.187 -1.396 -1.092
C 2.740 -0.018 -1.159
C 1.845 0.969 -0.467
C 2.317 2.058 0.239
C 1.404 2.933 0.805
C 0.047 2.691 0.652
C -0.349 1.579 -0.064
N 0.538 0.746 -0.618
C 3.125 -0.782 2.164
H 0.915 0.526 4.367
H 3.765 -2.251 0.064
H 2.240 -3.162 0.034
H 2.487 -1.898 -1.922
H 3.744 0.011 -0.735
H 2.811 0.265 -2.210
H 3.383 2.208 0.357
H 1.750 3.788 1.370
H -0.697 3.346 1.083
H -1.394 1.337 -0.206
H 4.185 -0.778 1.934
S -4.240 -1.965 -0.017
C -2.577 -2.269 -0.164
N -1.943 -1.523 -1.021
C -2.796 -0.589 -1.629
C -2.441 0.363 -2.583
C -3.419 1.216 -3.047
C -4.739 1.125 -2.583
C -5.103 0.171 -1.658
C -4.112 -0.689 -1.185
H -2.078 -3.016 0.437
H -1.422 0.416 -2.946
H -3.168 1.964 -3.788
H -5.485 1.811 -2.960
H -6.125 0.091 -1.311
*
```

Entry 3:
Here is a structure of composition C20H16IrN4O4S3Se from the Open Molecules 2025 dataset. Energies are from ωB97M-V/def2-TZVPD.

Results
LUMO (spin up / spin down)   2.6 / 0.2 eV
ΔE to the lowest compared entry with this formula, charge and spin   12.1 kcal/mol
F_max   3.380 eV/A

Geometry as ORCA input:
```
! wB97M-V def2-TZVPD RIJCOSX def2/J DEFGRID3
* xyz -1 5
Ir -4.566 -0.490 14.461
C -2.375 -1.126 20.952
C -2.010 -0.694 19.581
C -1.626 -1.661 18.692
C -1.552 -1.394 17.372
C -1.853 -0.084 16.915
C -2.158 0.906 17.854
C -2.145 0.636 19.185
S -1.589 0.171 15.211
O -1.294 -1.064 14.468
O -0.541 1.155 15.126
N -3.086 0.950 14.778
C -2.942 1.743 13.602
C -3.249 0.844 12.328
O -2.978 1.186 11.188
O -3.753 -0.349 12.682
H -3.444 -1.422 21.031
H -2.128 -0.327 21.731
H -1.851 -2.003 21.286
H -1.370 -2.690 19.021
H -1.140 -2.141 16.707
H -2.277 1.939 17.471
H -2.255 1.414 19.907
H -1.970 2.229 13.428
H -3.743 2.494 13.665
S -5.994 -2.041 13.725
C -7.385 -1.204 13.237
C -8.410 -1.891 12.586
C -9.466 -1.248 11.985
C -9.570 0.159 12.073
C -8.595 0.859 12.799
C -7.608 0.182 13.505
S -6.515 1.086 14.515
H -8.216 -2.964 12.392
H -10.150 -1.802 11.404
H -10.377 0.687 11.572
H -8.547 1.954 12.952
Se -4.254 -4.745 17.005
N -4.993 -3.961 18.485
C -5.175 -2.671 18.268
C -5.634 -1.747 19.169
C -5.787 -0.430 18.683
C -5.392 -0.035 17.432
N -4.973 -0.916 16.491
C -4.799 -2.248 16.907
N -4.324 -3.161 16.032
H -5.929 -2.200 20.140
H -6.331 0.222 19.387
H -5.542 0.937 16.974
*
```